(1)
This record from OMol25 describes C26H26N2NiO4PTe as an isolated structure. The level of theory is ωB97M-V with the def2-TZVPD basis set.

The HOMO-LUMO gap (alpha / beta) comes out at 6.432 / 6.411 eV. The net charge is -1. As for the energy above the lowest of the compared OMol25 structures with the same formula, charge and spin: 70.32 kJ/mol. The lowest unoccupied orbital energy (alpha / beta) comes out at 2.654 / 2.656 eV.

Element x y z (Å)
1 Ni 0.267 0.696 -0.201
2 O 3.369 0.421 2.343
3 C 2.556 0.244 1.440
4 O 1.676 1.091 1.063
5 C 2.547 -1.095 0.677
6 P 0.821 -1.562 0.292
7 C 1.015 -2.907 -0.923
8 C 0.784 -2.597 -2.259
9 C 0.951 -3.565 -3.239
10 C 1.342 -4.849 -2.892
11 C 1.571 -5.167 -1.560
12 C 1.410 -4.200 -0.581
13 C 0.270 -2.446 1.788
14 C 0.888 -2.256 3.021
15 C 0.341 -2.809 4.172
16 C -0.823 -3.559 4.108
17 C -1.445 -3.753 2.880
18 C -0.907 -3.195 1.735
19 H 3.118 -1.857 1.209
20 H 3.012 -0.896 -0.293
21 H 0.461 -1.598 -2.531
22 H 0.764 -3.313 -4.275
23 H 1.464 -5.604 -3.659
24 H 1.877 -6.168 -1.282
25 H 1.584 -4.447 0.460
26 H 1.789 -1.661 3.102
27 H 0.832 -2.646 5.124
28 H -1.248 -3.986 5.008
29 H -2.358 -4.332 2.816
30 H -1.410 -3.337 0.785
31 Te -1.803 0.315 -1.597
32 C -2.244 2.367 -1.880
33 C -2.783 3.122 -0.839
34 C -3.048 4.474 -1.001
35 C -2.783 5.098 -2.211
36 C -2.249 4.355 -3.255
37 C -1.979 3.004 -3.089
38 H -2.985 2.640 0.110
39 H -3.462 5.044 -0.176
40 H -2.991 6.153 -2.341
41 H -2.032 4.832 -4.205
42 H -1.539 2.436 -3.896
43 C 0.226 3.551 1.566
44 C -0.554 2.402 2.093
45 N -0.959 1.365 1.391
46 C -1.626 0.537 2.263
47 C -1.625 1.079 3.506
48 N -0.951 2.275 3.381
49 H 0.310 3.433 0.487
50 H 1.235 3.545 1.978
51 H -0.269 4.499 1.787
52 H -2.062 -0.384 1.914
53 H -2.032 0.743 4.442
54 H -0.725 2.915 4.120
55 C 1.714 1.878 -3.957
56 O 0.856 1.497 -2.894
57 C 1.430 1.134 -1.688
58 O 2.643 1.109 -1.618
59 H 1.366 2.838 -4.346
60 H 1.656 1.132 -4.755
61 H 2.745 1.966 -3.619

These are the natural (NBO) partial charges, in e, on atoms 1 to 5: atom 1 (Ni): 0.72, atom 2 (O): -0.70, atom 3 (C): 0.80, atom 4 (O): -0.79, atom 5 (C): -0.86


(2)
This record from OMol25 describes C23H21Cl2GeNO2Tc as an isolated structure. The level of theory is ωB97M-V with the def2-TZVPD basis set.

The multiplicity is 2. The HOMO-LUMO gap (alpha / beta) comes out at 4.355 / 4.332 eV. The net charge is +4. The lowest unoccupied orbital energy (alpha / beta) comes out at -15.264 / -15.269 eV.

Element x y z (Å)
1 Tc 0.220 -1.485 0.371
2 Cl 2.476 -0.485 -3.937
3 C 3.175 -0.495 -2.409
4 C 4.541 -0.440 -2.243
5 C 5.140 -0.411 -0.972
6 Cl 6.801 -0.357 -0.852
7 C 4.332 -0.455 0.236
8 C 4.800 -0.368 1.550
9 C 3.894 -0.503 2.596
10 C 2.553 -0.747 2.330
11 N 2.088 -0.817 1.073
12 C 2.956 -0.628 0.058
13 C 2.336 -0.587 -1.232
14 O 1.074 -0.640 -1.225
15 H 5.169 -0.418 -3.127
16 H 5.849 -0.185 1.754
17 H 4.222 -0.440 3.625
18 H 1.843 -0.890 3.133
19 Ge -1.437 0.581 -0.443
20 C -3.430 0.471 -0.045
21 C -4.433 0.884 -0.975
22 C -5.791 0.818 -0.623
23 C -6.124 0.407 0.643
24 C -5.124 0.003 1.571
25 C -3.757 0.041 1.218
26 C -1.051 2.478 -0.854
27 C -1.757 3.167 -1.835
28 C -1.541 4.534 -1.957
29 C -0.663 5.171 -1.087
30 C 0.042 4.463 -0.123
31 C -0.137 3.091 0.002
32 H -0.316 -0.765 1.661
33 H -4.185 1.249 -1.965
34 H -6.547 1.112 -1.339
35 H -7.165 0.417 0.948
36 H -5.402 -0.350 2.558
37 H -3.005 -0.263 1.934
38 H -2.441 2.681 -2.520
39 H -2.068 5.087 -2.722
40 H -0.540 6.244 -1.155
41 H 0.728 4.967 0.544
42 H 0.413 2.533 0.752
43 C 1.072 -4.519 0.039
44 C -0.324 -4.403 0.618
45 O -0.433 -3.145 1.395
46 H 1.085 -5.309 -0.712
47 H 1.808 -4.766 0.803
48 H 1.386 -3.587 -0.468
49 H -0.551 -5.239 1.276
50 H -1.076 -4.373 -0.169
51 H -0.702 -3.329 2.305

These are the natural (NBO) partial charges, in e, on atoms 1 to 5: atom 1 (Tc): 0.65, atom 2 (Cl): 0.29, atom 3 (C): 0.00, atom 4 (C): -0.27, atom 5 (C): 0.19


(3)
This record from OMol25 describes a 2-piece molecular cluster, C39H47N4O overall. The level of theory is ωB97M-V with the def2-TZVPD basis set.

The HOMO-LUMO gap comes out at 3.961 eV. The net charge is +1. The lowest unoccupied orbital energy comes out at -4.154 eV.

Element x y z (Å)
1 C 6.895 -0.688 2.029
2 C 5.601 0.029 2.283
3 C 5.569 1.423 2.375
4 C 4.378 2.118 2.611
5 C 4.414 3.606 2.739
6 C 3.181 1.392 2.711
7 N 1.953 2.087 2.962
8 C 0.801 1.903 2.226
9 C 0.736 1.319 1.004
10 N -0.262 2.349 2.991
11 C -1.575 1.797 2.832
12 C -2.002 0.792 3.714
13 C -1.237 0.425 4.945
14 C -3.193 0.116 3.424
15 C -3.970 0.439 2.312
16 C -5.226 -0.333 2.033
17 C -3.559 1.495 1.492
18 C -2.368 2.191 1.747
19 C -1.974 3.370 0.915
20 C 0.260 2.872 4.162
21 C 1.604 2.729 4.140
22 C 3.199 -0.010 2.704
23 C 1.973 -0.810 3.004
24 C 4.409 -0.675 2.460
25 H 6.721 -1.762 1.926
26 H 7.386 -0.333 1.115
27 H 7.611 -0.541 2.847
28 H 6.496 1.990 2.263
29 H 3.418 4.043 2.826
30 H 5.002 3.911 3.616
31 H 4.913 4.045 1.865
32 H -0.244 1.175 0.580
33 H 1.697 1.101 0.557
34 H -1.476 -0.609 5.220
35 H -0.150 0.477 4.823
36 H -1.512 1.059 5.803
37 H -3.512 -0.687 4.093
38 H -5.685 -0.003 1.099
39 H -5.025 -1.409 1.956
40 H -5.965 -0.212 2.834
41 H -4.174 1.790 0.638
42 H -2.786 3.579 0.209
43 H -1.826 4.279 1.519
44 H -1.060 3.195 0.335
45 H -0.393 3.288 4.911
46 H 2.347 2.976 4.883
47 H 2.237 -1.872 2.943
48 H 1.571 -0.638 4.015
49 H 1.173 -0.632 2.274
50 H 4.414 -1.767 2.423
51 C 0.540 -1.742 -5.227
52 N -0.593 -2.568 -4.858
53 C -1.390 -2.518 -3.754
54 C -1.308 -1.468 -2.720
55 C -0.134 -0.613 -2.628
56 C -0.260 0.641 -2.127
57 C 0.818 1.604 -2.196
58 C 0.531 2.986 -2.249
59 C 1.559 3.913 -2.382
60 C 2.891 3.480 -2.428
61 C 3.193 2.117 -2.332
62 C 2.166 1.181 -2.220
63 O -2.252 -1.237 -1.921
64 N -2.351 -3.472 -3.937
65 C -3.489 -3.841 -3.021
66 C -4.215 -5.045 -3.587
67 C -4.481 -2.696 -2.941
68 C -2.929 -4.196 -1.656
69 C -2.120 -4.115 -5.135
70 C -1.015 -3.579 -5.689
71 H 0.700 -1.889 -6.302
72 H 0.353 -0.677 -5.047
73 H 1.464 -2.057 -4.721
74 H 0.811 -1.014 -2.981
75 H -1.226 0.980 -1.742
76 H -0.517 3.292 -2.202
77 H 1.312 4.972 -2.455
78 H 3.695 4.206 -2.540
79 H 4.226 1.768 -2.354
80 H 2.388 0.115 -2.124
81 H -3.557 -5.917 -3.686
82 H -5.016 -5.321 -2.887
83 H -4.695 -4.821 -4.548
84 H -4.032 -1.835 -2.447
85 H -4.824 -2.415 -3.942
86 H -5.351 -3.012 -2.351
87 H -2.475 -3.329 -1.176
88 H -3.748 -4.547 -1.015
89 H -2.195 -5.004 -1.751
90 H -2.758 -4.900 -5.503
91 H -0.501 -3.808 -6.606

These are the Mulliken partial charges, in e, on atoms 1 to 5: atom 1 (C): -1.51, atom 2 (C): 0.78, atom 3 (C): -0.72, atom 4 (C): 0.88, atom 5 (C): -1.96


(4)
This record from OMol25 describes one molecule with the formula C5H8O. The level of theory is ωB97M-V with the def2-TZVPD basis set.

Its SMILES is C[C@H]1C[C@H]2O[C@@H]12. The HOMO-LUMO gap comes out at 10.207 eV. As for the energy above the lowest of the compared OMol25 structures with the same formula, charge and spin: 399.27 kJ/mol. The lowest unoccupied orbital energy comes out at 0.923 eV.

Element x y z (Å)
1 C -1.608 0.961 0.163
2 C -0.306 0.250 -0.159
3 C 1.005 0.347 0.621
4 C 1.451 -0.938 -0.183
5 O 1.133 -2.068 0.507
6 C 0.053 -1.146 -0.553
7 H -2.008 0.712 1.149
8 H -2.371 0.732 -0.590
9 H -1.442 2.049 0.144
10 H -0.021 0.388 -1.253
11 H 0.867 0.012 1.655
12 H 1.528 1.307 0.596
13 H 2.295 -0.884 -0.867
14 H -0.576 -1.722 -1.229

These are the natural (NBO) partial charges, in e, on atoms 1 to 5: atom 1 (C): -0.62, atom 2 (C): -0.21, atom 3 (C): -0.44, atom 4 (C): 0.07, atom 5 (O): -0.55


(5)
This record from OMol25 describes a 7-piece molecular cluster, C29H64N2O15 overall. The level of theory is ωB97M-V with the def2-TZVPD basis set.

Its SMILES is CCOCC[C@@]1(COCOCCO)[C@H](COC)NC(=O)[C@]1(CCCCCCOC(C)=O)OC#N.CO.CO.CO.CO.CO.CO. The HOMO-LUMO gap comes out at 9.776 eV. The lowest unoccupied orbital energy comes out at 0.169 eV.

Element x y z (Å)
1 C -0.661 3.446 2.745
2 C 0.137 2.926 1.427
3 O -0.747 1.988 0.741
4 C -0.471 0.638 1.225
5 C 0.593 -0.015 0.208
6 C 1.345 -1.332 0.750
7 C 2.045 -2.049 -0.537
8 O 2.216 -1.160 -1.667
9 C 3.404 -0.345 -1.550
10 O 3.007 0.997 -1.986
11 C 4.176 1.812 -2.266
12 C 4.649 2.464 -0.850
13 O 5.011 3.857 -1.055
14 C 2.284 -0.821 1.952
15 C 3.717 -1.519 2.218
16 O 4.812 -0.549 2.012
17 C 5.174 0.024 3.302
18 N 1.589 -1.022 3.292
19 C 0.440 -1.924 3.140
20 O -0.346 -2.156 4.095
21 C 0.478 -2.422 1.612
22 C -0.876 -2.802 0.841
23 C -2.063 -3.367 1.773
24 C -3.104 -2.155 2.085
25 C -4.058 -1.810 0.806
26 C -5.520 -1.331 1.363
27 C -5.919 0.162 0.848
28 O -7.150 0.012 0.054
29 C -8.028 1.123 0.258
30 C -8.741 1.458 1.675
31 O -8.298 1.879 -0.747
32 O 1.403 -3.588 1.552
33 C 1.143 -4.499 2.601
34 N 1.150 -5.127 3.643
35 H -1.111 4.493 2.553
36 H 0.007 3.413 3.679
37 H -1.513 2.683 2.923
38 H 1.116 2.385 1.677
39 H 0.284 3.844 0.741
40 H -1.458 0.049 1.092
41 H -0.168 0.617 2.328
42 H 0.025 -0.178 -0.791
43 H 1.419 0.784 0.044
44 H 1.394 -2.931 -0.919
45 H 3.070 -2.502 -0.301
46 H 3.726 -0.318 -0.450
47 H 4.244 -0.745 -2.244
48 H 3.802 2.696 -2.918
49 H 5.014 1.262 -2.820
50 H 3.736 2.451 -0.146
51 H 5.511 1.808 -0.465
52 H 5.963 3.838 -1.337
53 H 2.550 0.308 1.951
54 H 3.892 -2.501 1.656
55 H 3.776 -1.789 3.345
56 H 4.282 0.211 3.997
57 H 5.984 -0.559 3.863
58 H 5.625 1.070 3.074
59 H 1.432 -0.137 3.804
60 H -1.314 -1.971 0.189
61 H -0.600 -3.663 0.111
62 H -1.666 -3.876 2.716
63 H -2.684 -4.157 1.196
64 H -2.588 -1.192 2.431
65 H -3.784 -2.497 2.955
66 H -3.590 -1.007 0.119
67 H -4.223 -2.773 0.188
68 H -5.552 -1.301 2.510
69 H -6.307 -2.067 0.977
70 H -5.077 0.619 0.216
71 H -6.092 0.819 1.778
72 H -9.385 2.407 1.531
73 H -9.357 0.547 1.997
74 H -7.964 1.663 2.490
75 C 0.731 -2.294 -5.188
76 O 0.086 -2.368 -3.926
77 H 0.077 -2.728 -5.945
78 H 0.930 -1.249 -5.438
79 H 1.668 -2.855 -5.154
80 H 0.687 -1.978 -3.277
81 C -8.812 5.514 2.834
82 O -9.251 4.175 3.011
83 H -8.101 5.545 2.008
84 H -9.666 6.154 2.599
85 H -8.322 5.865 3.746
86 H -9.878 4.175 3.747
87 C -0.241 -6.167 -3.748
88 O -0.742 -5.137 -4.583
89 H -0.060 -7.056 -4.353
90 H 0.698 -5.845 -3.288
91 H -0.974 -6.401 -2.971
92 H -0.893 -4.362 -4.021
93 C 9.348 3.571 -1.638
94 O 8.288 4.515 -1.566
95 H 9.215 2.830 -0.848
96 H 9.329 3.071 -2.609
97 H 10.303 4.080 -1.499
98 H 8.430 5.157 -2.274
99 C -10.244 -0.914 -2.475
100 O -9.981 -0.385 -1.186
101 H -10.863 -1.806 -2.371
102 H -10.778 -0.172 -3.076
103 H -9.303 -1.181 -2.962
104 H -9.431 0.398 -1.297
105 C 12.025 1.846 -3.970
106 O 11.714 3.188 -3.629
107 H 11.143 1.226 -3.802
108 H 12.310 1.790 -5.024
109 H 12.844 1.486 -3.343
110 H 12.509 3.714 -3.787

These are the Mulliken partial charges, in e, on atoms 1 to 5: atom 1 (C): -0.91, atom 2 (C): 0.19, atom 3 (O): -0.45, atom 4 (C): 0.24, atom 5 (C): -0.44


Number 1: largest force on an atom 0.57 eV/A. Number 2: largest force on an atom 2.01 eV/A. Number 3: largest force on an atom 3.97 eV/A. Number 4: largest force on an atom 2.05 eV/A. Number 5: largest force on an atom 6.59 eV/A.